Here is the ion C3H8N3O3 with charge +1 at a distorted geometry from the OMol25 dataset. Energies are from ωB97M-V with the def2-TZVPD basis set.

For the lowest unoccupied orbital energy, the calculation gives -5.64 eV. Its SMILES is NC(=O)N[N+](=O)CCO. The value obtained for the energy above the lowest of the compared OMol25 structures with the same formula, charge and spin is 242.2 kJ/mol. Its max |F| is 6.0 eV/Å. The charge is +1. For the total energy, the calculation gives -13843.0903 eV. For the HOMO energy, the calculation gives -15.186 eV. As for the gap between HOMO and LUMO: 0.3510 Ha.

Last column: natural (NBO) charge in e.
Geometry (Å):
C  -0.737  1.408  -1.285  0.79
C  0.303  -1.653  0.387  -0.29
C  0.339  -0.934  1.791  -0.07
N  0.295  2.072  -1.792  -0.76
N  -0.517  -0.166  -1.211  -0.35
N  0.472  -0.541  -0.536  0.46
O  -1.849  1.729  -0.943  -0.50
O  -0.479  0.202  1.585  -0.76
O  1.469  0.084  -0.537  -0.28
H  1.042  -2.368  0.229  0.26
H  -0.608  -2.089  0.272  0.22
H  -0.067  -1.641  2.611  0.23
H  1.388  -0.492  1.860  0.21
H  1.184  1.569  -1.823  0.44
H  0.201  2.987  -1.863  0.42
H  -1.408  -0.580  -1.150  0.44
H  -1.027  0.413  2.405  0.52

Cartesian forces (eV/Å) of the 2 atoms listed first:
C -2.205 -0.001 -0.088
C 1.025 1.446 2.142